No. 1
CaClCu2O4Sr | wB97M-V/def2-TZVPD

The calculation puts the HOMO-LUMO gap (spin up / spin down) at 9.42 / 4.44 eV. As for the HOMO energy (spin up / spin down): -36.270 / -35.673 eV.

```
! RIJCOSX wB97M-V def2-TZVPD def2/J DEFGRID3
* xyz 7 3
Sr -4.00048 1.00259 -0.91228
Cu 1.05532 1.06189 3.58504
Cu 0.04313 -3.77501 -1.20746
Ca 2.84133 2.34094 -1.31764
Cl -0.00144 -0.11924 0.01388
O 0.38361 0.04979 1.41766
O 0.59326 -1.31705 -0.54276
O -1.45717 -0.12501 -0.22037
O 0.54245 0.88112 -0.81606
*
```

=====

No. 2
CeFHO2P | wB97M-V/def2-TZVPD

The calculation puts the HOMO-LUMO gap (spin up / spin down) at 10.52 / 10.62 eV. As for the HOMO energy (spin up / spin down): -21.051 / -21.079 eV.

```
! RIJCOSX wB97M-V def2-TZVPD def2/J DEFGRID3
* xyz 2 2
P -1.95143 0.73264 0.80575
O -1.28924 2.13154 1.11797
O -0.49044 0.14730 0.56403
F 2.65074 -1.52473 -1.98756
Ce 1.01841 -0.83034 -0.94713
H -0.16241 1.77861 0.95752
*
```

=====

No. 3
Cl2CuF2NO4S2 | wB97M-V/def2-TZVPD

The calculation puts the HOMO-LUMO gap at 7.24 eV. As for the HOMO energy: -1.873 eV.

```
! RIJCOSX wB97M-V def2-TZVPD def2/J DEFGRID3
* xyz -2 1
Cu -0.64390 1.93160 0.76695
Cl -1.94335 3.52351 -0.77304
Cl 1.54126 3.25448 1.63766
N -0.12277 -0.07598 0.01128
S 0.26674 -1.29571 1.04640
O 1.67046 -1.50093 1.13172
O -0.63368 -2.38694 1.14604
F -0.09815 -0.46728 2.35591
S 0.02803 -0.75377 -1.42719
O -0.85737 -1.82688 -1.75280
O 1.37961 -0.83319 -1.86860
F -0.58688 0.43111 -2.27434
*
```

=====

No. 4
Cl2F2H2N2P2S | wB97M-V/def2-TZVPD

The calculation puts the HOMO-LUMO gap at 9.17 eV. As for the HOMO energy: -10.156 eV. Its SMILES is N=P(F)(F)SP(=N)(Cl)Cl.

```
! RIJCOSX wB97M-V def2-TZVPD def2/J DEFGRID3
* xyz 0 1
N -1.56576 0.42474 -0.70368
P -1.24673 -0.84945 0.05943
F -1.56515 -0.68901 1.61680
F -2.11905 -2.23722 -0.19831
S 0.68891 -1.66860 0.05259
P 1.43382 0.42682 0.01354
N 0.66374 1.42026 0.93537
Cl 3.04265 0.08134 1.12211
Cl 1.90569 0.90093 -1.92768
H -1.06045 0.42903 -1.60948
H -0.17767 1.76116 0.63931
*
```

=====

No. 5
Cl2F2Mg | wB97M-V/def2-TZVPD

The calculation puts the HOMO-LUMO gap (spin up / spin down) at 8.91 / 4.29 eV. As for the HOMO energy (spin up / spin down): -5.637 / -5.623 eV.

```
! RIJCOSX wB97M-V def2-TZVPD def2/J DEFGRID3
* xyz -1 2
Mg 0.42270 -0.01584 -0.19894
F 1.34019 -0.76385 1.30681
F -0.28450 -0.12768 -2.01564
Cl 0.50064 2.13874 0.32681
Cl -1.97904 -1.23138 0.58097
*
```

=====

No. 6
Cl2F2O8Sr3 | wB97M-V/def2-TZVPD

The calculation puts the HOMO-LUMO gap at 6.08 eV. As for the HOMO energy: -15.019 eV.

```
! RIJCOSX wB97M-V def2-TZVPD def2/J DEFGRID3
* xyz 2 1
Sr 11.57351 -9.79552 -18.18016
Sr 14.38411 -8.58485 -19.28331
Sr 14.06910 -7.73398 -15.98983
F 14.68520 -7.37139 -17.90117
F 13.22058 -8.84818 -17.49481
Cl 12.03195 -11.43308 -15.74037
O 10.64155 -11.60000 -15.48332
O 12.17938 -10.18232 -16.45289
O 12.67423 -11.48400 -14.58323
O 12.38965 -12.67256 -16.41358
Cl 13.28231 -11.89793 -18.85583
O 12.19306 -12.76037 -18.52291
O 13.04181 -11.82301 -20.17201
O 13.34509 -10.50434 -18.30572
O 14.40414 -12.74369 -18.34486
*
```

=====

No. 7
Cl2FN | wB97M-V/def2-TZVPD

The calculation puts the HOMO-LUMO gap (spin up / spin down) at 6.32 / 6.34 eV. As for the HOMO energy (spin up / spin down): -10.362 / -10.376 eV.

```
! RIJCOSX wB97M-V def2-TZVPD def2/J DEFGRID3
* xyz 0 1
N 0.05513 0.43150 0.59965
F -0.21809 -1.91554 -0.21867
Cl 1.46548 0.62213 -0.19055
Cl -1.30253 0.86191 -0.19043
*
```

=====

No. 8
Cl2FeO8Ti | wB97M-V/def2-TZVPD

The calculation puts the HOMO-LUMO gap (spin up / spin down) at 6.56 / 9.06 eV. As for the HOMO energy (spin up / spin down): -11.350 / -14.918 eV.

```
! RIJCOSX wB97M-V def2-TZVPD def2/J DEFGRID3
* xyz 1 8
Fe 1.55817 0.08975 -0.40238
Ti -1.39832 -2.54833 0.18220
Cl 0.35032 -1.04043 1.20935
O 0.59529 -2.40182 1.46015
O 1.45346 -0.09987 1.37254
O -0.14668 -0.94938 -0.14305
O -0.71512 -0.53102 1.97003
Cl -0.35431 1.53291 -1.17343
O -1.69589 1.22341 -1.41836
O -0.14218 1.54611 0.24545
O 0.40713 0.38681 -1.55009
O 0.08815 2.79185 -1.75241
*
```

=====

No. 9
Cl2H2O2P | wB97M-V/def2-TZVPD

The calculation puts the HOMO-LUMO gap (spin up / spin down) at 8.57 / 9.28 eV. As for the HOMO energy (spin up / spin down): -17.005 / -15.911 eV.

```
! RIJCOSX wB97M-V def2-TZVPD def2/J DEFGRID3
* xyz 1 1
O -0.87287 1.12813 1.79474
O -0.61211 -1.29630 -0.80725
P 0.43683 -0.20593 -0.43547
Cl 0.98739 0.89526 -2.01435
Cl 1.93942 -1.03769 0.55803
H -0.34402 1.80538 1.55622
H -1.53464 -1.28885 -0.65193
*
```

=====

No. 10
Cl2H2OSi | wB97M-V/def2-TZVPD

The calculation puts the HOMO-LUMO gap at 9.99 eV. As for the HOMO energy: -10.103 eV.

```
! RIJCOSX wB97M-V def2-TZVPD def2/J DEFGRID3
* xyz 0 1
O 0.74743 -0.81609 -0.85514
Si -0.19962 -0.15088 0.28488
Cl -0.51739 2.50820 -0.14144
Cl -2.03759 -0.75766 0.11705
H 1.75853 -0.58988 -0.99262
H 0.24864 -0.19368 1.58726
*
```

=====

No. 11
Cl2H3NSi | wB97M-V/def2-TZVPD

The calculation puts the HOMO-LUMO gap at 10.98 eV. As for the HOMO energy: -10.273 eV. Its SMILES is N[SiH](Cl)Cl.

```
! RIJCOSX wB97M-V def2-TZVPD def2/J DEFGRID3
* xyz 0 1
N 0.88904 0.06918 0.63464
Si -0.51628 -0.07823 -0.34777
Cl -1.67595 -1.75777 0.00633
Cl -1.55249 1.59408 0.05694
H 1.02998 0.94928 1.11135
H 1.74207 -0.44855 0.22169
H 0.08363 -0.32801 -1.68319
*
```

=====

No. 12
Cl2H4N2P | wB97M-V/def2-TZVPD

The calculation puts the HOMO-LUMO gap at 9.86 eV. As for the HOMO energy: -15.713 eV.

```
! RIJCOSX wB97M-V def2-TZVPD def2/J DEFGRID3
* xyz 1 1
N 0.37923 -0.46814 -0.20157
N 0.23856 1.44648 -2.40678
P -0.18399 0.90793 -1.04847
Cl -1.41814 1.76750 0.23526
Cl -0.30450 -1.94940 2.63693
H 0.06653 -0.73922 0.76064
H 1.25403 -0.87559 -0.43924
H -0.87771 -1.31056 3.58383
H 0.84599 1.22100 -3.12060
*
```

=====

No. 13
Cl2HNO2S | wB97M-V/def2-TZVPD

The calculation puts the HOMO-LUMO gap at 10.53 eV. As for the HOMO energy: -10.663 eV.

```
! RIJCOSX wB97M-V def2-TZVPD def2/J DEFGRID3
* xyz 0 1
N -0.93990 0.27001 0.98472
O 1.61414 0.31108 1.38631
O 0.78339 1.21731 -0.70614
S 0.53997 0.54031 0.53076
Cl -2.01711 0.36232 -0.30484
Cl 0.53152 -1.62566 -0.78899
H -0.51200 -1.07538 -1.10182
*
```

=====

No. 14
Cl2HPS | wB97M-V/def2-TZVPD

The calculation puts the HOMO-LUMO gap at 7.66 eV. As for the HOMO energy: -9.750 eV.

```
! RIJCOSX wB97M-V def2-TZVPD def2/J DEFGRID3
* xyz 0 1
P -1.08870 -0.92124 -1.74739
S 0.52990 0.21293 -1.09743
Cl -2.96130 1.19299 -1.53039
Cl -1.58446 -1.98391 -0.16313
H 0.32447 0.08969 0.21527
*
```

=====

No. 15
Cl2NO3P | wB97M-V/def2-TZVPD

The calculation puts the HOMO-LUMO gap at 10.92 eV. As for the HOMO energy: -11.548 eV. Its SMILES is O=[N+]([O-])P(=O)(Cl)Cl.

```
! RIJCOSX wB97M-V def2-TZVPD def2/J DEFGRID3
* xyz 0 1
O 1.30633 -0.48703 0.83514
N 0.40124 0.25558 0.58453
O -0.02481 1.17794 1.21145
P -0.48275 -0.22609 -0.93985
O -1.61406 -1.08136 -0.64975
Cl -1.03628 1.54703 -1.48680
Cl 0.94118 -0.78405 -2.20104
*
```

=====

No. 16
Cl2O3S | wB97M-V/def2-TZVPD

The calculation puts the HOMO-LUMO gap (spin up / spin down) at 9.49 / 7.95 eV. As for the HOMO energy (spin up / spin down): -9.755 / -11.263 eV.

```
! RIJCOSX wB97M-V def2-TZVPD def2/J DEFGRID3
* xyz 0 3
O 0.75419 0.62910 1.41912
O 1.67459 0.67161 -0.89347
O -1.55731 0.36266 -0.95559
S 0.78599 0.14445 0.08455
Cl -2.57661 0.13643 0.26005
Cl 0.91915 -1.94425 0.08534
*
```

=====

No. 17
Cl2P2S | wB97M-V/def2-TZVPD

The calculation puts the HOMO-LUMO gap at 8.69 eV. As for the HOMO energy: -9.246 eV. Its SMILES is ClP1#S#P1Cl.

```
! RIJCOSX wB97M-V def2-TZVPD def2/J DEFGRID3
* xyz 0 1
Cl 1.07202 -1.74972 0.45774
P 0.69763 0.02609 1.36506
S 0.88442 1.49200 -0.12860
P -1.09361 0.69853 -0.01878
Cl -1.56045 -0.46691 -1.67542
*
```

=====

No. 18
Cl3H2NP | wB97M-V/def2-TZVPD

The calculation puts the HOMO-LUMO gap (spin up / spin down) at 4.76 / 4.54 eV. As for the HOMO energy (spin up / spin down): -14.329 / -14.222 eV.

```
! RIJCOSX wB97M-V def2-TZVPD def2/J DEFGRID3
* xyz 1 1
N -2.32181 0.39738 0.06558
P 1.19510 -0.43370 0.25946
Cl 1.73168 1.03262 1.52662
Cl 2.21805 -2.09016 0.70310
Cl 1.64511 0.07611 -1.66463
H -2.36800 1.30860 -0.29313
H -2.10013 -0.29086 -0.59700
*
```

=====

No. 19
Cl3H5Si3 | wB97M-V/def2-TZVPD

The calculation puts the HOMO-LUMO gap (spin up / spin down) at 6.74 / 6.86 eV. As for the HOMO energy (spin up / spin down): -7.878 / -8.128 eV.

```
! RIJCOSX wB97M-V def2-TZVPD def2/J DEFGRID3
* xyz 0 1
Si -0.90702 -0.78262 -0.59926
Si -1.13215 1.09934 0.60745
Si 3.01999 1.28996 0.24503
Cl -2.27583 2.55842 -0.13872
Cl 3.68572 -0.00476 1.65951
Cl 3.28366 0.61298 -1.65061
H -0.50524 -0.54355 -2.10292
H 0.25544 -1.29625 0.10179
H -2.09820 -1.89460 -0.76205
H -1.60592 1.11845 1.97710
H 3.60521 2.49205 0.67113
*
```

=====

No. 20
Cl3N3S3 | wB97M-V/def2-TZVPD

The calculation puts the HOMO-LUMO gap at 9.00 eV. As for the HOMO energy: -10.324 eV.

```
! RIJCOSX wB97M-V def2-TZVPD def2/J DEFGRID3
* xyz 0 1
N 1.39761 -0.02204 -0.91876
N -0.61619 1.56787 -0.55927
N -0.91988 -1.14819 -0.92024
S 0.93283 1.52616 -0.53822
S -1.79284 0.06137 -0.52823
S 0.67932 -1.34533 -0.83352
Cl 1.71978 1.39708 1.53259
Cl -2.12460 -0.14676 1.56766
Cl 0.72397 -1.89016 1.19799
*
```

=====

The molecular weight results, record by record, are as follows: 354.24, 223.09, 314.59, 232.95, 133.21, 499.75, 103.91, 302.61, 135.89, 117.01, 116.02, 133.93, 149.99, 134.96, 163.88, 150.97, 164.92, 153.36, 195.66, 244.58 g mol⁻¹.